The following is a DFT calculation (the ωB97M-V functional and the def2-TZVPD basis) of a molecular structure, C25H25BCl2IrN10.

Last column: natural (NBO) charge in e.
Cartesian coordinates (Å):
Ir1 -0.9565 0.9500 0.3472  1.033
Cl1 0.1049 2.7761 4.3692  0.081
Cl2 -1.5520 2.7284 1.9225  0.074
N1 -2.6357 1.4511 -0.7279  -0.505
N2 -0.5366 -0.4982 -0.9529  -0.254
N3 -0.2284 2.4921 -0.8987  -0.325
N4 0.7748 0.5277 1.3536  -0.328
N5 0.0531 -1.6302 -0.5117  -0.331
N6 0.6851 -3.2723 1.3018  -0.423
N7 1.1712 -0.7583 1.5491  -0.335
N8 -1.8250 -0.4865 1.4662  -0.296
N9 1.5267 -3.5318 2.3401  -0.290
N10 -1.1614 -1.6329 1.6899  -0.316
C1 -0.5530 -0.5204 -2.2858  0.013
C2 2.6204 2.6054 -3.0997  -0.212
C3 -3.8793 1.0656 -0.8913  0.175
C4 2.7771 0.5525 2.3305  -0.316
C5 -3.0157 -0.5730 2.0701  -0.025
C6 -1.9211 -2.4451 2.4372  0.046
C7 1.1516 2.9711 -1.1408  -0.267
C8 3.4941 1.8619 -3.8788  -0.190
C9 -2.5005 2.6648 -1.3928  0.215
C10 -1.1759 3.1712 -1.4719  0.081
C11 2.0354 2.0541 -1.9622  0.007
C12 -1.3199 2.1140 3.6373  -0.368
C13 0.1577 -4.4376 0.8165  -0.056
C14 -3.1179 -1.8032 2.7081  -0.318
C15 2.3793 -0.7570 2.1359  0.050
C16 2.3436 0.7430 -1.6118  -0.252
C17 -3.7437 3.0558 -1.9698  -0.229
C18 0.6931 -5.4689 1.5332  -0.317
C19 1.7393 1.3205 1.8260  0.004
C20 1.5425 -4.8414 2.4701  -0.017
C21 0.0367 -1.6956 -2.7296  -0.303
C22 0.4146 -2.3611 -1.5794  0.032
C23 3.2125 -0.0013 -2.3954  -0.187
C24 3.7883 0.5534 -3.5294  -0.183
C25 -4.6152 2.0566 -1.6717  -0.173
B1 0.2377 -1.8801 1.0261  0.933
H1 1.0636 3.9115 -1.6843  0.214
H2 3.4534 -1.0169 -2.1087  0.223
H3 2.1600 -5.2974 3.2272  0.232
H4 2.3993 3.6287 -3.3800  0.216
H5 -1.5593 -3.4173 2.7301  0.261
H6 1.9424 0.3018 -0.7125  0.203
H7 -3.9262 3.9475 -2.5469  0.272
H8 -2.2057 2.4551 4.1607  0.255
H9 -5.6534 1.9745 -1.9507  0.267
H10 0.5070 -6.5208 1.4063  0.254
H11 -0.5668 -4.4449 0.0181  0.226
H12 -4.2470 0.1281 -0.4992  0.242
H13 -1.2662 1.0339 3.5598  0.242
H14 -3.7109 0.2515 2.0384  0.227
H15 0.1772 -2.0161 -3.7464  0.266
H16 3.6889 0.8961 2.7851  0.264
H17 -3.9435 -2.1764 3.2875  0.267
H18 0.9155 -3.3055 -1.4513  0.258
H19 1.5981 3.2010 -0.1716  0.231
H20 3.9454 2.3075 -4.7547  0.238
H21 4.4716 -0.0286 -4.1328  0.236
H22 -0.9618 0.3050 -2.8448  0.228
H23 -0.9585 4.0613 -2.0538  0.239
H24 1.6286 2.3920 1.8054  0.227
H25 2.8465 -1.6919 2.3907  0.284

LUMO (spin up / spin down): -6.54 / -9.21 eV
Charge: +2
HOMO-LUMO gap (spin up / spin down): 0.281 / 0.182 hartree
Largest force on an atom: 0.48 eV Å⁻¹
E: -69780.82770 eV
2S+1: 2
Energy above the lowest of the compared OMol25 structures with the same formula, charge and spin: 1.7 kcal/mol

---

The following is a DFT calculation (the ωB97M-V functional and the def2-TZVPD basis) of a molecular structure, C25H25BF6O2S.

Last column: natural (NBO) charge in e.
Cartesian coordinates (Å):
S1 -2.9944 3.4158 1.1862  0.439
F1 2.1556 0.8607 -2.2908  -0.331
F2 2.3207 5.4541 2.1913  -0.319
F3 1.5969 2.8523 -3.0641  -0.327
F4 2.2724 3.6302 3.4614  -0.332
F5 0.4943 4.9113 3.2984  -0.324
F6 3.4929 2.5936 -1.9654  -0.316
O1 -2.5880 -1.1546 3.2745  -0.720
O2 -2.2373 -1.5937 0.8940  -0.718
C1 -0.1311 3.0174 1.4644  -0.091
C2 -3.6452 -1.5882 0.5737  -0.044
C3 -3.9982 -0.7187 3.0703  -0.042
C4 -0.1583 -0.4104 1.6137  -0.361
C5 -2.0152 2.6245 0.0099  -0.243
C6 0.6103 -0.8671 4.6919  -0.089
C7 1.9149 3.4069 0.2518  -0.177
C8 0.6487 0.3446 2.4450  -0.096
C9 -4.6360 -1.2199 1.7447  -0.134
C10 -5.3880 4.5651 0.3563  -0.650
C11 1.4608 2.5169 -0.7332  -0.159
C12 -0.1971 -1.8592 2.0016  -0.462
C13 2.1928 2.2139 -2.0034  0.980
C14 -5.3399 -2.5239 2.0782  -0.597
C15 -2.7575 2.3003 -1.1271  -0.208
C16 0.2308 1.9187 -0.6554  -0.122
C17 -0.6585 2.3663 0.3190  -0.052
C18 -5.6004 -0.1607 1.2123  -0.604
C19 1.5438 4.4060 2.5742  0.981
C20 -0.5219 -2.4867 3.2577  -0.075
C21 0.9290 0.1542 3.7976  -0.326
C22 1.1077 3.5890 1.3922  -0.175
C23 -4.0735 2.8602 -1.0859  -0.268
C24 -4.2913 3.6199 0.0536  -0.170
C25 -0.0397 -2.0768 4.4829  -0.376
B1 -1.8486 -1.5331 2.2222  1.122
H1 0.9033 -0.6320 5.7291  0.207
H2 -0.1990 -0.1459 0.5436  0.229
H3 -0.0861 1.2216 -1.4211  0.230
H4 1.5761 0.9299 4.2186  0.206
H5 -6.3620 0.1087 1.9518  0.210
H6 -4.8238 2.7125 -1.8564  0.228
H7 -4.5874 -3.2245 2.4490  0.211
H8 -3.8312 -2.6458 0.2807  0.182
H9 -0.7305 3.0586 2.3707  0.238
H10 -1.2956 -3.2790 3.1972  0.204
H11 -0.4039 -2.5942 5.3626  0.207
H12 -5.0687 0.7612 0.9266  0.221
H13 2.8794 3.9143 0.1723  0.250
H14 -4.5214 -1.1975 3.9265  0.198
H15 -4.9983 5.4807 0.8516  0.232
H16 -5.9130 4.8875 -0.5519  0.233
H17 -6.1076 -0.5454 0.3178  0.213
H18 -2.3446 1.6740 -1.9120  0.227
H19 -4.0193 0.4174 3.1611  0.198
H20 1.2479 1.0762 1.8725  0.202
H21 -6.1193 4.0689 1.0226  0.227
H22 -5.7959 -2.9408 1.1805  0.210
H23 -3.7735 -0.8651 -0.2689  0.186
H24 -6.1043 -2.3790 2.8398  0.208
H25 0.1517 -2.5488 1.2340  0.234

LUMO: -0.64 eV
HOMO-LUMO gap: 0.201 hartree
Largest force on an atom: 4.13 eV Å⁻¹
E: -58238.76833 eV
2S+1: 1
Energy above the lowest of the compared OMol25 structures with the same formula, charge and spin: 72.4 kcal/mol

---

The following is a DFT calculation (the ωB97M-V functional and the def2-TZVPD basis) of a molecular structure, C25H25Cl2N4NiO5.

Last column: natural (NBO) charge in e.
Cartesian coordinates (Å):
Ni1 -0.0206 -0.1166 -0.0578  1.507
Cl1 2.7207 2.0530 4.1774  0.012
Cl2 -2.3508 1.4447 6.0710  -0.004
O1 -0.2330 -1.1421 -2.0188  -0.648
O2 -1.8441 -1.8039 -0.6808  -0.681
O3 -0.1665 0.4374 1.9427  -0.797
O4 1.9641 0.0035 -0.5957  -0.645
O5 0.3244 -1.6196 1.3904  -0.765
N1 -3.4767 5.9736 -2.4503  -0.211
N2 0.4488 0.6758 5.8350  -0.629
N3 -1.8106 -4.2807 -1.4072  -0.853
N4 -0.8354 1.6317 -0.7881  -0.567
C1 -1.4948 2.4061 0.0819  0.060
C2 1.9539 -2.3248 4.2310  -0.147
C3 3.1027 -2.4754 4.9864  -0.219
C4 -2.1891 3.5334 -0.3117  -0.190
C5 -0.0070 -0.7796 2.2689  0.807
C6 2.3781 2.1742 0.2723  -0.739
C7 3.3620 -1.5983 6.0305  -0.201
C8 -1.5045 3.0728 -2.5643  -0.205
C9 0.6908 3.7064 3.6796  -0.219
C10 1.0554 -1.2901 4.4795  -0.054
C11 -0.8430 1.9605 -2.0836  0.064
C12 -1.1258 -3.3803 -2.3294  -0.349
C13 0.1428 1.7912 5.0835  0.100
C14 1.3499 -0.3830 5.5043  0.144
C15 -2.1972 3.8761 -1.6614  -0.085
C16 2.4802 -0.5668 6.2934  -0.198
C17 -0.9987 -2.0275 -1.6737  0.812
C18 -1.5415 3.4722 4.5004  -0.248
C19 1.0612 2.5310 4.3104  -0.063
C20 4.1807 0.7433 -0.9024  -0.726
C21 -0.6067 4.1784 3.7633  -0.242
C22 -2.9059 5.0396 -2.1044  0.234
C23 2.7788 0.9016 -0.4053  0.669
C24 -0.2391 -1.2295 3.6977  -0.529
C25 -1.1646 2.3128 5.1465  0.020
H1 1.9559 2.8327 -0.4946  0.252
H2 -0.2478 0.4356 6.5207  0.412
H3 1.5966 1.9601 1.0019  0.262
H4 4.2527 -1.7158 6.6334  0.224
H5 -0.1386 -3.7002 -2.6663  0.232
H6 -1.4885 3.3045 -3.6192  0.253
H7 -0.3010 1.3046 -2.7523  0.229
H8 4.1646 0.7341 -1.9948  0.261
H9 -0.8783 5.1085 3.2818  0.223
H10 -0.9542 -0.5598 4.1692  0.244
H11 1.4443 4.2700 3.1462  0.228
H12 3.2199 2.6736 0.7418  0.249
H13 -2.3165 -2.6489 -0.4864  0.539
H14 -1.7476 -3.2315 -3.2149  0.249
H15 -2.5611 3.8232 4.5814  0.233
H16 4.5738 -0.2243 -0.5890  0.264
H17 -1.4452 2.1190 1.1255  0.255
H18 -0.6619 -2.2322 3.6442  0.242
H19 -2.7175 4.1308 0.4167  0.253
H20 -1.1610 -4.6766 -0.7363  0.384
H21 -2.2448 -5.0528 -1.8945  0.396
H22 2.6695 0.1343 7.0956  0.230
H23 3.7840 -3.2896 4.7771  0.220
H24 4.8357 1.5390 -0.5622  0.236
H25 1.7297 -3.0294 3.4387  0.210

LUMO (spin up / spin down): -3.43 / -3.45 eV
Charge: +1
HOMO-LUMO gap (spin up / spin down): 0.251 / 0.251 hartree
Largest force on an atom: 0.70 eV Å⁻¹
E: -108613.64203 eV
2S+1: 3